1.
{
  "formula": "C67H70N2O7P4SSc",
  "method": "wB97M-V/def2-TZVPD",
  "species": ["Sc", "O", "S", "C", "C", "C", "C", "C", "C", "C", "C", "C", "C", "P", "C", "C", "C", "C", "C", "C", "C", "C", "C", "C", "C", "C", "C", "C", "C", "C", "C", "C", "C", "C", "C", "C", "C", "C", "P", "C", "C", "C", "C", "C", "C", "C", "C", "C", "C", "C", "C", "C", "C", "H", "H", "H", "H", "H", "H", "H", "H", "H", "H", "H", "H", "H", "H", "H", "H", "H", "H", "H", "H", "H", "H", "H", "H", "H", "H", "H", "H", "H", "H", "H", "H", "H", "H", "H", "H", "C", "C", "C", "O", "P", "O", "C", "P", "O", "O", "C", "C", "C", "O", "C", "C", "C", "O", "C", "C", "C", "H", "H", "H", "H", "H", "H", "H", "H", "H", "H", "H", "H", "H", "H", "H", "H", "H", "H", "H", "H", "H", "H", "H", "H", "H", "H", "H", "H", "H", "H", "N", "C", "C", "C", "C", "C", "N", "C", "H", "H", "H", "H"],
  "positions_angstrom": [[0.34290, -0.14763, 0.03985], [-1.17810, 1.07507, 0.56611], [-2.59749, 0.47899, 0.82000], [-3.51887, 1.05055, -0.53777], [-3.86444, 2.37885, -0.69934], [-4.81855, 2.77737, -1.65281], [-5.45691, 1.80050, -2.38283], [-6.60429, 1.86543, -3.36632], [-6.89780, 0.38349, -3.74505], [-5.83915, -0.41766, -3.01895], [-5.56738, -1.75564, -2.95628], [-4.43096, -2.18300, -2.22908], [-3.61537, -1.33178, -1.51474], [-1.92451, -1.88721, -1.03501], [-2.26023, -3.40713, -0.08172], [-1.72112, -4.64841, -0.41269], [-2.01401, -5.77029, 0.35509], [-2.82992, -5.65938, 1.47038], [-3.35549, -4.42086, 1.82043], [-3.07637, -3.30227, 1.04904], [-1.23012, -2.35353, -2.66431], [-0.28914, -1.47261, -3.19747], [0.21515, -1.63249, -4.48120], [-0.20615, -2.70348, -5.25393], [-1.13911, -3.59535, -4.73977], [-1.65606, -3.41556, -3.46456], [-4.01856, 0.03326, -1.40646], [-5.05436, 0.45861, -2.24499], [-3.26666, 1.19618, 2.27652], [-4.53974, 1.73174, 2.20842], [-5.29854, 2.05703, 3.34199], [-4.76603, 1.77774, 4.56228], [-5.35409, 1.95330, 5.93930], [-4.25911, 1.44035, 6.90405], [-3.15019, 0.96565, 5.99980], [-1.95906, 0.37806, 6.29481], [-1.10021, 0.06692, 5.23082], [-1.37310, 0.29011, 3.88689], [0.13158, 0.05120, 2.83568], [0.98895, 1.64629, 3.05771], [0.80244, 2.44782, 4.18460], [1.52437, 3.61974, 4.34127], [2.44157, 4.01289, 3.37521], [2.62086, 3.23627, 2.24329], [1.89271, 2.06642, 2.08847], [1.14082, -1.15301, 3.75987], [2.48761, -0.90599, 4.00089], [3.27191, -1.86724, 4.63148], [2.71479, -3.07086, 5.03423], [1.36551, -3.32227, 4.80367], [0.58697, -2.37474, 4.15771], [-2.65285, 0.87043, 3.54705], [-3.47790, 1.19640, 4.64820], [-3.44221, 3.12344, -0.03201], [-5.07382, 3.82599, -1.74955], [-6.33080, 2.45646, -4.24208], [-7.46969, 2.35778, -2.92132], [-6.85444, 0.22096, -4.82157], [-7.89433, 0.07845, -3.42387], [-6.16490, -2.48627, -3.48716], [-4.17605, -3.23610, -2.27337], [-1.04775, -4.74680, -1.25423], [-1.59489, -6.73191, 0.08456], [-3.05160, -6.53351, 2.06918], [-3.99387, -4.32900, 2.69080], [-3.51675, -2.35002, 1.32342], [0.03765, -0.61520, -2.62206], [0.92361, -0.91910, -4.88497], [0.17731, -2.83775, -6.25799], [-1.47932, -4.42808, -5.34258], [-2.40025, -4.11343, -3.10546], [-5.00299, 1.88049, 1.24795], [-6.28542, 2.48704, 3.22538], [-6.27669, 1.37932, 6.02991], [-5.61661, 2.99474, 6.12485], [-4.61539, 0.63225, 7.54258], [-3.90075, 2.22691, 7.56836], [-1.65288, 0.17001, 7.31221], [-0.14066, -0.34797, 5.50005], [0.08817, 2.16750, 4.94655], [1.36820, 4.23054, 5.22090], [3.01333, 4.92295, 3.50779], [3.33314, 3.52906, 1.48485], [2.07559, 1.47629, 1.19712], [2.92388, 0.04743, 3.72772], [4.31466, -1.65968, 4.83688], [3.32373, -3.81039, 5.54035], [0.92428, -4.25486, 5.12939], [-0.47069, -2.56903, 4.00693], [6.88994, -0.26838, -0.20151], [5.49158, -0.05329, 0.32338], [5.43917, 0.74788, 1.59503], [4.72446, 0.71837, -0.72214], [3.51102, 0.07648, -1.43985], [2.39369, -0.34724, -0.51233], [2.94234, 1.34006, -2.59914], [1.56419, 2.30368, -1.97136], [0.59066, 1.34981, -1.33335], [2.13137, 3.30074, -0.93421], [2.86958, 4.55485, -1.32439], [2.14227, 5.69495, -0.66312], [4.32291, 4.41678, -0.91776], [0.99782, 3.14456, -3.12316], [-0.06593, 2.96038, -4.15476], [-1.27569, 2.25059, -3.59271], [-0.36360, 4.35035, -4.65521], [3.95754, -1.19147, -2.21608], [4.78756, -1.40216, -3.43808], [5.73319, -0.25892, -3.72875], [3.86166, -1.72785, -4.58607], [7.53277, -0.58890, 0.61846], [7.29306, 0.66378, -0.60102], [6.92843, -1.03729, -0.97192], [4.98117, -1.00900, 0.45511], [5.93871, 1.71089, 1.46560], [5.95773, 0.19676, 2.38147], [4.41361, 0.91908, 1.91362], [2.60954, 0.82233, -3.50446], [3.76781, 2.00668, -2.85940], [2.78343, 4.64605, -2.40631], [2.16911, 5.58188, 0.42202], [1.10285, 5.74473, -0.98885], [2.63244, 6.63356, -0.92829], [4.48164, 4.74413, 0.11040], [4.93880, 5.04781, -1.56051], [4.67674, 3.38897, -1.00967], [0.40233, 2.36959, -4.94164], [-1.64743, 2.76234, -2.70253], [-1.08224, 1.20797, -3.34242], [-2.05540, 2.27417, -4.35518], [-0.84295, 4.94291, -3.87314], [-1.03885, 4.28729, -5.50916], [0.54608, 4.85690, -4.97688], [5.35502, -2.28866, -3.16784], [5.20246, 0.67598, -3.92382], [6.28421, -0.50644, -4.63664], [6.45425, -0.09385, -2.93184], [3.39697, -0.82959, -5.00417], [3.08537, -2.43030, -4.27913], [4.44180, -2.19314, -5.38393], [0.40457, -6.07289, 3.22245], [0.72877, -5.45151, 2.31191], [1.10907, -4.66439, 1.16385], [1.88269, -5.19530, 0.14438], [2.15675, -4.39454, -0.95402], [1.67376, -3.10355, -0.97927], [0.93393, -2.58062, 0.00976], [0.64826, -3.35940, 1.05119], [2.24253, -6.21479, 0.20419], [2.74187, -4.76624, -1.78413], [1.88154, -2.46393, -1.82143], [0.02401, -2.94638, 1.82943]],
  "forces_ev_per_angstrom": [[0.0, -1.0, -0.1], [-0.3, 0.3, 0.2], [0.4, -0.2, 0.0], [-0.2, -0.1, -0.2], [0.0, 0.0, -0.1], [0.0, 0.1, -0.1], [-0.1, 0.0, 0.0], [0.1, -0.1, 0.0], [0.1, 0.0, 0.1], [-0.1, 0.1, 0.0], [0.0, -0.1, 0.0], [-0.1, 0.0, -0.2], [0.1, 0.3, 0.2], [0.0, 0.1, -0.1], [0.0, 0.0, -0.1], [0.0, 0.0, 0.1], [0.0, 0.1, 0.0], [0.0, 0.0, 0.0], [0.0, 0.0, 0.0], [0.0, 0.0, 0.0], [0.0, 0.0, -0.1], [0.0, -0.1, -0.1], [-0.1, -0.1, 0.0], [0.0, 0.0, 0.0], [0.0, 0.0, 0.0], [0.0, 0.0, 0.0], [0.1, 0.1, 0.1], [-0.1, 0.0, 0.0], [0.0, 0.0, 0.2], [0.1, 0.0, 0.1], [-0.1, 0.0, -0.1], [0.0, 0.0, 0.2], [0.1, 0.0, -0.1], [0.0, 0.0, -0.1], [-0.1, 0.1, 0.1], [0.1, -0.1, 0.0], [-0.1, 0.0, 0.0], [-0.1, 0.0, -0.1], [0.1, -0.1, 0.1], [0.0, 0.0, 0.0], [0.0, 0.0, 0.0], [0.0, 0.0, 0.0], [0.0, 0.0, 0.0], [0.0, 0.0, 0.0], [0.0, 0.0, 0.0], [0.0, -0.1, 0.0], [0.1, 0.0, 0.0], [0.0, 0.0, 0.0], [0.0, 0.0, 0.0], [0.0, 0.0, 0.0], [0.0, 0.0, 0.1], [0.1, 0.1, 0.0], [0.0, 0.0, 0.0], [0.0, -0.1, 0.0], [0.0, -0.1, 0.0], [0.0, 0.0, 0.0], [0.0, 0.0, 0.0], [0.0, 0.0, 0.0], [0.0, 0.0, 0.0], [0.0, 0.0, 0.0], [0.0, 0.0, 0.0], [0.0, 0.0, -0.1], [0.0, 0.0, 0.0], [0.0, 0.0, 0.0], [0.0, 0.0, 0.0], [0.0, 0.0, 0.0], [0.0, 0.1, 0.1], [0.0, 0.0, 0.0], [0.0, 0.0, 0.0], [0.0, 0.0, 0.0], [0.0, 0.0, 0.0], [0.0, 0.0, 0.0], [0.0, 0.0, 0.0], [0.0, 0.0, 0.0], [0.0, 0.0, 0.0], [0.0, 0.0, 0.0], [0.0, 0.0, 0.0], [0.0, 0.0, 0.0], [0.0, 0.0, 0.0], [0.0, 0.0, 0.0], [0.0, 0.0, 0.0], [0.0, 0.0, 0.0], [0.0, 0.0, 0.0], [0.0, -0.1, -0.1], [0.0, 0.0, 0.0], [0.0, 0.0, 0.0], [0.0, 0.0, 0.0], [0.0, 0.0, 0.0], [0.0, 0.0, 0.0], [0.0, 0.0, 0.0], [0.0, 0.0, -0.1], [0.0, 0.1, 0.0], [0.1, 0.0, 0.3], [-0.2, -0.1, 0.0], [0.3, 0.2, 0.1], [0.1, -0.1, -0.1], [-0.1, -0.1, 0.2], [-0.1, 0.3, -0.2], [0.2, 0.2, 0.0], [-0.1, -0.1, 0.0], [0.0, 0.1, 0.0], [0.0, 0.0, 0.0], [-0.3, 0.1, -0.2], [0.1, 0.0, 0.0], [0.0, 0.0, 0.1], [0.0, 0.1, 0.0], [-0.1, -0.1, -0.2], [0.1, 0.0, 0.1], [0.0, 0.1, 0.0], [-0.1, 0.0, 0.0], [0.0, 0.0, 0.0], [0.0, 0.0, 0.0], [0.0, 0.0, 0.0], [-0.1, 0.0, 0.0], [0.0, 0.0, 0.0], [0.0, 0.0, 0.0], [-0.1, 0.0, 0.0], [0.0, 0.0, 0.0], [0.0, 0.0, 0.0], [0.0, -0.1, 0.0], [0.0, 0.0, 0.0], [0.1, 0.0, 0.0], [0.0, 0.0, 0.0], [0.0, 0.0, 0.0], [0.0, 0.0, 0.0], [0.0, 0.0, -0.1], [0.1, 0.0, 0.0], [0.0, 0.0, 0.0], [0.0, 0.1, 0.0], [0.0, 0.0, 0.0], [0.0, 0.0, 0.0], [0.0, 0.0, 0.0], [0.0, 0.0, 0.0], [0.0, 0.0, 0.0], [0.0, -0.1, -0.1], [0.0, 0.0, 0.0], [0.0, 0.0, 0.0], [0.0, 0.0, 0.1], [0.0, 0.0, 0.0], [0.0, 0.0, 0.0], [0.0, 0.1, -0.1], [0.0, 0.1, -0.1], [-0.1, -0.1, 0.2], [0.0, -0.1, -0.1], [0.0, -0.1, 0.0], [-0.1, 0.0, 0.0], [-0.2, 0.4, 0.2], [0.0, 0.0, 0.1], [0.0, 0.0, 0.0], [0.0, 0.0, 0.0], [0.0, 0.0, 0.0], [0.0, 0.0, 0.0]],
  "lumo_ev": -6.8,
  "energy_ev": -156607.93544,
  "de_lowest_kj_mol": 0.0,
  "multiplicity": 1,
  "total_charge": 3
}


2.
{
  "formula": "C2H7S",
  "method": "wB97M-V/def2-TZVPD",
  "species": ["C", "H", "H", "H", "H", "C", "S", "H", "H", "H"],
  "positions_angstrom": [[-3.45164, -1.78361, 0.53219], [-3.28556, -2.17529, -0.47032], [-3.01486, -0.80926, 0.70729], [-4.54487, -1.75403, 0.62730], [-3.22003, -2.54326, 1.28980], [3.56684, 1.81658, -0.68350], [2.84457, 1.66741, 1.03066], [3.24490, 0.97767, -1.29768], [4.64712, 1.87098, -0.58583], [3.21355, 2.73280, -1.14991]],
  "forces_ev_per_angstrom": [[-1.3, -0.9, 0.2], [0.4, 0.1, 0.1], [0.2, -0.1, 0.0], [0.1, 0.5, -0.1], [0.7, 0.4, -0.2], [-0.5, 0.1, 1.0], [0.1, 0.0, -0.4], [0.2, -0.1, -0.1], [0.2, -0.2, -0.3], [0.0, 0.2, -0.2]],
  "lumo_ev": 3.2,
  "energy_ev": -13022.99897,
  "de_lowest_kj_mol": 59.7,
  "multiplicity": 1,
  "total_charge": -1
}


3.
{
  "formula": "C5H12O3",
  "method": "wB97M-V/def2-TZVPD",
  "species": ["O", "C", "O", "C", "C", "C", "C", "H", "H", "H", "H", "H", "H", "H", "H", "H", "H", "H", "H", "O"],
  "positions_angstrom": [[0.78184, -1.22054, -1.33184], [0.02123, -0.78377, -0.50621], [-0.71868, -1.63843, 0.23127], [-0.35837, 0.66700, -0.36427], [-1.06593, 1.13250, 0.89632], [-0.22942, 0.91752, 2.20034], [-2.48697, 0.60300, 1.07277], [-0.59990, -2.53095, -0.13149], [0.63187, 1.11022, -0.49940], [-0.95830, 0.98815, -1.20508], [-1.10560, 2.22234, 0.83722], [-0.05842, 1.88035, 2.67136], [-0.66553, 0.29032, 2.97513], [0.72649, 0.49812, 1.91139], [-2.82469, 0.56611, 2.10371], [-3.21602, 1.17736, 0.48278], [-2.66483, -0.38262, 0.64000], [2.53675, -0.14366, -1.95587], [3.90029, -0.26042, -1.48841], [3.39815, 0.26444, -2.13481]],
  "forces_ev_per_angstrom": [[0.7, 0.4, 0.0], [-1.6, -0.9, -0.7], [-0.1, 0.1, 0.2], [0.9, -0.1, 0.5], [0.2, 0.1, 1.6], [0.1, 0.0, -0.6], [-1.0, -0.1, -1.2], [0.3, 0.1, 0.1], [-0.2, 0.7, 0.1], [-0.1, -0.3, -0.6], [-0.3, 0.0, -0.4], [0.2, 0.1, 0.1], [-0.2, -0.3, -0.3], [0.4, -0.1, 0.3], [0.1, 0.2, 0.1], [0.2, 0.4, 0.3], [0.5, -0.2, 0.3], [-0.4, 0.2, -0.5], [0.4, 0.5, -0.4], [-0.1, -0.8, 0.9]],
  "smiles": "CC(C)CC(=O)O.O",
  "lumo_ev": 0.6,
  "energy_ev": -11522.34257,
  "de_lowest_kj_mol": 40.9,
  "multiplicity": 1
}


4.
{
  "formula": "C4H14N3O2",
  "method": "wB97M-V/def2-TZVPD",
  "species": ["C", "C", "C", "C", "N", "N", "N", "O", "O", "H", "H", "H", "H", "H", "H", "H", "H", "H", "H", "H", "H", "H", "H"],
  "positions_angstrom": [[-1.24203, -1.23261, 1.32396], [-2.00789, 0.63375, -1.33912], [2.38747, 0.63078, -1.15994], [0.69250, -0.34826, 0.07502], [1.60298, -0.92757, 0.90993], [-0.65707, -0.63168, 0.17580], [-1.33294, -0.64079, -1.07811], [0.43558, 1.30402, 1.02829], [1.05204, 0.18315, -1.04240], [-1.09133, -2.30908, 1.41126], [-0.98233, -0.66494, 2.24913], [-2.43707, -0.98156, 1.39309], [-1.41627, 1.51405, -1.10997], [-2.31539, 0.83349, -2.43705], [-2.83730, 0.72074, -0.70618], [2.69421, 1.15308, -2.04734], [3.02065, -0.27435, -1.23550], [2.57779, 1.00914, -0.17965], [1.32124, -1.19637, 1.82437], [2.52013, -0.70035, 0.61363], [-1.94488, -1.38567, -1.21829], [-0.49872, 1.09524, 1.25948], [0.45865, 2.21580, 1.28959]],
  "forces_ev_per_angstrom": [[-3.6, 0.8, 1.4], [1.0, 1.4, -3.1], [0.9, -2.3, 1.1], [1.3, -3.0, 0.9], [-0.8, -1.2, -1.0], [-2.1, -0.2, -2.2], [0.8, 1.6, 1.6], [-1.7, 2.6, 2.1], [-0.2, 1.5, -3.9], [0.1, 0.0, 0.1], [0.7, -0.7, -0.7], [2.7, -1.0, -0.8], [0.7, -0.3, 0.2], [0.5, -1.1, 1.8], [-1.6, -0.2, 0.9], [-0.9, 0.9, -0.1], [0.0, 0.1, 0.0], [1.0, 1.5, 0.1], [0.6, 0.2, 0.6], [1.0, -0.6, 0.8], [-1.3, -1.9, 0.1], [0.8, 0.3, -0.2], [0.4, 1.5, 0.4]],
  "lumo_ev": [-2.8, -7.1],
  "energy_ev": -12925.75534,
  "multiplicity": 3,
  "total_charge": 1,
  "s2": 2.006
}